# C4H6N2O3

A 2-piece molecular cluster, C4H6N2O3 overall in a non-equilibrium geometry (ωB97M-V/def2-TZVPD, OMol25).

The spin multiplicity is 1. The calculation puts the lowest unoccupied orbital energy at -0.3 eV. For the highest occupied orbital energy, the calculation gives -9.9 eV. The calculation puts the orbital gap at 9.7 eV.

```
15
Properties=species:S:1:pos:R:3:mulliken_charge:R:1
C -2.272 -0.895 0.100 0.14
C 0.198 -1.337 0.024 0.14
C 1.592 -1.033 0.057 -0.40
C 2.242 0.312 -0.103 0.43
H -2.937 2.073 0.086 0.27
H -1.621 1.369 0.553 0.21
H -2.604 -2.165 0.830 0.30
H -0.345 -2.235 0.319 0.23
H 2.262 -1.864 0.090 0.35
H 0.520 1.092 -0.012 0.35
N -2.262 1.433 -0.238 -0.39
N -3.020 0.055 0.132 -0.34
O -0.906 -0.486 -0.455 -0.34
O 1.294 1.375 0.343 -0.44
O 3.505 0.239 -0.087 -0.50
```